DFT (ωB97M-V/def2-TZVPD) results for 2 unconnected molecules or ions with the total composition C9H18Si.

Properties
- total energy (eV) = -17498.258
- M (g/mol) = 154.33
- 2S+1 = 1
- HOMO energy (eV) = -8.02
- LUMO level (eV) = 0.77
- charge = 0
- frontier orbital gap (Eh) = 0.323
- energy relative to the best compared isomer or geometry (same formula, charge and spin) (kcal per mole) = 79.5

```
28
Properties=species:S:1:pos:R:3:forces:R:3:lowdin_charge:R:1
C -2.70680 1.22147 -0.60098 0.07 1.88 0.49 -0.03
C 0.51348 2.88508 0.42742 0.31 0.52 -0.82 -0.03
C -2.07031 0.52329 0.33235 1.46 -1.25 -0.17 -0.44
C 0.90245 1.63322 0.24500 0.50 -1.18 -1.33 -0.39
C -2.65398 -0.43450 1.30654 -1.59 -2.22 -1.25 -0.16
C 2.35362 1.42740 -0.26451 -1.68 -0.17 2.26 -0.11
C 1.83062 -1.98412 0.82649 -2.89 2.43 1.74 -0.12
C 0.18923 -0.80485 -2.39693 -1.33 2.79 2.89 -0.03
C 0.32130 -1.54747 1.17571 -0.60 0.64 0.31 -0.30
Si -0.20586 0.03566 0.13091 0.50 0.23 -2.10 0.91
H -2.13296 1.93610 -1.18236 0.35 -0.50 -0.55 0.05
H -3.75823 1.51255 -0.67232 -0.08 -0.81 0.45 0.06
H -0.50578 3.23288 0.47448 -0.18 -0.08 0.67 0.04
H 1.30503 3.62871 0.23798 -0.66 0.05 0.27 0.06
H -2.25601 -0.50166 2.30350 0.55 0.43 0.31 0.06
H -2.43704 -1.49046 0.83243 -0.74 1.69 1.03 0.11
H -3.75057 -0.31426 1.41409 0.43 -0.18 -0.14 0.08
H 2.35280 0.66448 -0.99546 0.36 -0.60 -0.96 0.03
H 2.84285 1.09047 0.61902 0.96 -0.86 0.59 0.06
H 2.88092 2.31620 -0.50196 0.10 0.94 -0.79 0.06
H 2.54648 -1.29900 1.21060 0.48 0.78 0.76 0.04
H 1.99671 -2.89416 1.28624 0.58 -2.17 0.15 0.04
H 1.91740 -1.84518 -0.19926 0.26 -0.84 -2.05 0.02
H 1.08628 -0.34692 -2.75958 0.03 0.49 -0.41 -0.03
H 0.31287 -1.79084 -2.18400 0.45 -2.91 0.50 -0.08
H -0.79095 -0.62880 -2.83322 0.39 0.41 -0.24 -0.02
H -0.01631 -1.39675 2.26644 1.30 0.03 -1.24 0.08
H -0.39501 -2.36494 0.91983 0.67 0.46 -0.40 0.05
```
Forces are in eV/Å.

---

DFT (ωB97M-V/def2-TZVPD) results for 2 unconnected molecules or ions with the total composition C9H19BF5N3.

Properties
- total energy (eV) = -28372.124
- M (g/mol) = 275.07
- 2S+1 = 1
- HOMO energy (eV) = -10.41
- LUMO level (eV) = -2.78
- charge = 0
- frontier orbital gap (Eh) = 0.280

```
37
Properties=species:S:1:pos:R:3:forces:R:3:lowdin_charge:R:1
C -2.67569 2.42918 -3.04377 0.22 0.82 0.16 -0.16
C -3.39798 2.07471 -1.60367 -0.44 -0.05 -0.65 -0.27
C -3.66035 0.47118 -1.36949 0.63 0.12 1.39 -0.22
C -2.21302 -0.36130 -1.27825 -0.42 0.11 -0.39 -0.20
C -1.95608 -1.03396 0.20207 0.94 -1.00 0.04 -0.18
C -0.54937 -0.49650 0.92964 -0.80 1.00 -0.53 -0.26
C -0.42931 -1.00973 2.49307 -1.63 -0.11 -0.11 -0.17
N 0.98315 -1.06172 3.03148 2.60 -1.13 -2.79 0.04
C 2.01431 -1.34828 1.96262 -1.05 -2.05 -1.16 -0.11
N 3.36103 -1.02011 2.03522 -3.64 1.09 1.60 0.13
F 4.38850 -1.83196 1.69030 -1.42 0.89 -0.68 0.10
N 1.52718 -2.01921 0.67770 0.53 1.45 2.32 0.03
C 0.72635 -0.89912 -0.01835 0.58 1.40 0.92 -0.14
H -1.49316 2.30231 -2.98210 -2.62 0.09 -0.20 0.08
H -3.10573 1.81529 -3.94985 0.85 1.09 1.92 0.08
H -2.86365 3.58276 -3.27978 0.42 -2.53 0.50 0.08
H -2.72149 2.51361 -0.73637 -1.49 -1.00 -1.71 0.11
H -4.45539 2.61727 -1.57771 2.30 -1.09 0.03 0.11
H -4.15551 0.36530 -0.28981 0.87 0.22 -2.36 0.10
H -4.40057 -0.02556 -2.13278 1.59 1.19 1.30 0.11
H -2.23584 -1.23167 -2.09462 0.23 1.99 1.82 0.12
H -1.32989 0.39056 -1.54733 -1.89 -1.68 0.56 0.11
H -1.75899 -2.19256 0.00083 -0.51 2.31 0.63 0.12
H -2.88718 -0.96455 0.92194 1.90 0.06 -1.48 0.11
H -0.56045 0.69571 0.98390 -0.13 -2.58 -0.18 0.15
H -1.04932 -0.26496 3.19031 1.48 -1.60 -1.61 0.15
H -0.93111 -2.06712 2.64375 0.97 1.99 -0.53 0.13
H 1.07451 -1.77470 3.81202 0.34 1.52 -1.04 0.16
H 3.59572 -0.03253 2.34756 0.68 -1.55 -0.22 0.20
H 0.91897 -2.84319 0.87799 0.46 1.06 0.10 0.12
H 1.46410 0.03832 -0.00977 -1.52 -2.10 -0.44 0.15
H 0.45986 -1.17740 -1.12312 0.52 0.36 2.31 0.14
B 5.66329 0.87198 -0.15275 1.03 0.07 -0.94 -1.06
F 4.80926 0.24210 -1.14652 0.66 0.62 1.30 0.02
F 6.61054 -0.10409 0.36085 -1.31 1.07 -0.40 0.03
F 6.38715 1.97450 -0.76456 -1.09 -1.42 0.92 0.03
F 4.84616 1.37545 0.93934 0.19 -0.66 -0.44 0.02
```
Forces are in eV/Å.